Below is C3H5NOS2 in the gas phase at a distorted geometry, with properties calculated with ωB97M-V with the def2-TZVPD basis set.

Its structure (SMILES) is O=CNCC(=S)S. As for the highest occupied orbital energy: -8.961 eV. The gap between HOMO and LUMO comes out at 8.6 eV. The calculation puts the energy above the lowest of the compared OMol25 structures with the same formula, charge and spin at 49.30 kJ/mol.

Element x y z (Å)
O -1.273017 1.748177 0.230744
C -0.043201 1.768092 0.309068
N 0.758709 0.694707 0.190350
C 0.193767 -0.625681 0.591427
C -0.039569 -1.587540 -0.534403
S 0.773149 -2.979094 -0.770905
S -1.245626 -1.145748 -1.731212
H 0.484752 2.730194 0.218391
H 1.762739 0.772781 0.311530
H 0.874226 -1.061752 1.311611
H -0.758769 -0.413806 1.128452
H -1.487159 0.099671 -1.255054

Cartesian forces (eV/Å) of the 3 atoms listed first:
O 1.3 -0.4 0.7
C -1.2 1.1 -1.8
N -0.3 -1.6 0.9

Below is a molecular structure, C2H4ClOP at a distorted geometry, with properties calculated with ωB97M-V with the def2-TZVPD basis set.

As for the highest occupied orbital energy: -9.121 eV. The gap between HOMO and LUMO comes out at 8.9 eV. The calculation puts the energy above the lowest of the compared OMol25 structures with the same formula, charge and spin at 219.62 kJ/mol.

Element x y z (Å)
C -0.688125 -0.526724 0.007780
C 0.243691 0.885786 -0.859503
O 0.364896 -1.357302 2.424561
P 0.864988 -1.226503 1.098575
Cl 1.227389 1.516818 0.523264
H -1.586956 -0.150687 0.497664
H -0.924452 -1.255207 -0.764300
H -0.338707 1.786892 -1.252181
H 0.837276 0.326927 -1.675861

Cartesian forces (eV/Å) of the 3 atoms listed first:
C 3.1 2.2 -1.4
C -1.8 -2.4 0.6
O -1.0 -0.5 3.5

Below is CH3FINS in the gas phase at a distorted geometry, with properties calculated with ωB97M-V with the def2-TZVPD basis set.

As for the highest occupied orbital energy: -9.918 eV. The gap between HOMO and LUMO comes out at 9.1 eV. The calculation puts the energy above the lowest of the compared OMol25 structures with the same formula, charge and spin at 12.91 kJ/mol.

Element x y z (Å)
C -1.100492 -0.375168 0.133309
N -0.208627 0.578823 0.641212
F 1.603475 1.658160 -1.009205
S 1.207394 0.931048 0.518554
I 2.632687 -0.980340 -0.111628
H -1.758975 -0.616506 0.871247
H -0.734661 -1.285366 -0.422747
H -1.640800 0.089346 -0.620740

Cartesian forces (eV/Å) of the 3 atoms listed first:
C 1.3 -1.0 -2.3
N 0.9 0.1 0.7
F -0.5 -0.4 0.9

Below is a molecular structure, C56H74As2O4Re at a distorted geometry, with properties calculated with ωB97M-V with the def2-TZVPD basis set.

The net charge is +2. Its spin multiplicity is 2. As for the highest occupied orbital energy (alpha / beta): -12.843 / -12.914 eV. The gap between HOMO and LUMO (alpha / beta) comes out at 6.0 / 6.5 eV.

Element x y z (Å)
Re -0.903293 0.142003 0.354774
C -4.345669 -1.041402 1.068671
O -2.973268 -1.296380 0.681360
C -2.560438 -1.171943 -0.631569
C -1.833315 -2.328921 -1.058957
C -1.564117 -3.463119 -0.104569
C -0.839292 -3.320882 1.228480
C -0.973300 -4.411328 2.093207
C -0.305065 -4.506882 3.302341
C 0.481084 -3.411345 3.666306
C 0.655156 -2.316506 2.833199
C 1.671555 -1.255327 3.226273
C 1.471335 0.251444 3.051756
C 2.615852 1.028481 3.141623
C 2.615167 2.419700 3.006082
C 1.400684 3.022564 2.703331
C 0.204877 2.305650 2.645903
C -1.088522 3.086316 2.446090
C -1.484459 3.273871 0.998799
C -1.370398 4.442689 0.296186
C -1.860511 4.565351 -1.026422
C -2.500799 3.479156 -1.616925
C -2.677001 2.297046 -0.915208
C -3.583002 1.183448 -1.356516
C -2.894005 -0.148371 -1.587730
C -2.598619 -0.418874 -2.924309
C -2.019282 -1.598334 -3.365362
C -1.590959 -2.512963 -2.394233
C -1.897754 -1.939398 -4.841127
C -2.787624 -3.168814 -5.106815
C -0.437951 -2.278373 -5.183769
C -2.358692 -0.789424 -5.738501
C -2.135564 2.195536 0.359692
O -2.435047 1.093958 1.085973
C -1.722313 5.902082 -1.745106
C -2.482293 6.969403 -0.930596
C -0.235790 6.291127 -1.831663
C -2.298080 5.863585 -3.161326
C 0.250248 0.919691 2.871516
O -0.934251 0.201360 2.935201
C -1.277650 -0.376168 4.216044
C 3.905780 3.214241 3.219197
C 3.699557 4.712108 2.991000
C 4.370108 3.000530 4.669899
C 4.991622 2.714253 2.253918
C 0.007937 -2.307614 1.608260
O 0.307595 -1.232620 0.747913
C -0.407451 -5.748930 4.196390
C -0.885930 -6.964297 3.397688
C 0.966083 -6.081646 4.805649
C -1.404809 -5.466147 5.331830
H -5.017263 -1.341183 0.265060
H -4.491095 0.003372 1.318958
H -4.531542 -1.654529 1.945448
H -1.032959 -4.224964 -0.667744
H -2.542536 -3.892046 0.129403
H -1.627838 -5.221973 1.781104
H 0.982753 -3.406554 4.630712
H 2.595506 -1.491771 2.691621
H 1.915244 -1.420457 4.276723
H 3.560171 0.515138 3.316039
H 1.354060 4.097697 2.552140
H -0.979094 4.066154 2.904837
H -1.896818 2.565555 2.956058
H -0.917391 5.305355 0.777387
H -2.920696 3.574347 -2.612588
H -4.032621 1.481279 -2.299766
H -4.395217 1.091263 -0.634714
H -2.863449 0.340704 -3.651962
H -1.099041 -3.429057 -2.698301
H -2.454550 -4.043684 -4.539163
H -2.749810 -3.421661 -6.169873
H -3.830614 -2.964322 -4.843082
H -0.081664 -3.149067 -4.625397
H 0.224644 -1.433970 -4.969180
H -0.358058 -2.515563 -6.248321
H -3.418416 -0.553809 -5.589744
H -2.234248 -1.082208 -6.782980
H -1.765825 0.118322 -5.578386
H -1.985949 7.190294 0.017848
H -3.506526 6.650859 -0.716408
H -2.528485 7.897071 -1.504523
H 0.251621 6.297942 -0.851871
H -0.152097 7.297639 -2.250250
H 0.316645 5.610686 -2.489333
H -3.377781 5.680979 -3.160068
H -1.811050 5.102655 -3.780572
H -2.131422 6.830444 -3.638982
H -0.418666 -0.848132 4.682820
H -2.042034 -1.124155 4.027961
H -1.666815 0.404429 4.869002
H 2.976737 5.133991 3.695326
H 3.364486 4.927456 1.970170
H 4.646161 5.232858 3.141810
H 3.606431 3.337026 5.377244
H 5.283428 3.572734 4.855505
H 4.585609 1.948472 4.875665
H 4.675354 2.827644 1.210709
H 5.242613 1.663275 2.425070
H 5.905895 3.296691 2.392312
H -0.252790 -7.142279 2.522733
H -1.922934 -6.858407 3.063459
H -0.841135 -7.852994 4.030562
H 1.742945 -6.117430 4.035906
H 0.925430 -7.060857 5.290287
H 1.268333 -5.357011 5.566757
H -2.410246 -5.291392 4.934585
H -1.106157 -4.584132 5.907951
H -1.452957 -6.318504 6.017090
C 1.916915 -4.207430 -2.942607
As 1.581622 -2.654506 -1.809230
C 3.421264 -2.567133 -1.123044
C 1.724014 -1.201823 -3.130690
C 2.131992 -1.516644 -4.429528
C 2.335076 -0.542849 -5.399738
C 2.131808 0.787864 -5.084257
C 1.713029 1.128192 -3.808800
C 1.497962 0.154184 -2.830827
As 1.034168 0.896759 -1.081578
C 1.040681 2.794267 -1.377537
C 2.699485 0.780225 -0.120626
H 1.949488 -5.059759 -2.267604
H 2.880206 -4.135138 -3.446594
H 1.131417 -4.376935 -3.676522
H 3.600192 -3.465358 -0.532594
H 3.573717 -1.697307 -0.484283
H 4.130746 -2.533469 -1.950490
H 2.304852 -2.550996 -4.694440
H 2.660747 -0.826391 -6.393579
H 2.295226 1.563961 -5.823443
H 1.542994 2.168021 -3.597736
H 0.855249 3.251994 -0.413142
H 0.281877 3.113388 -2.082792
H 2.026475 3.085702 -1.719510
H 2.714897 1.593612 0.596801
H 3.495077 0.901675 -0.848202
H 2.804416 -0.163910 0.405690

Cartesian forces (eV/Å) of the 3 atoms listed first:
Re -0.8 -0.6 -0.2
C 0.1 -0.1 -0.2
O -0.5 -0.2 0.2

Below is C4H9NO in the gas phase at a distorted geometry, with properties calculated with ωB97M-V with the def2-TZVPD basis set.

Its structure (SMILES) is C=C[C@@H](C)NO. As for the highest occupied orbital energy: -8.630 eV. The gap between HOMO and LUMO comes out at 9.8 eV. The calculation puts the energy above the lowest of the compared OMol25 structures with the same formula, charge and spin at 408.66 kJ/mol.

Element x y z (Å)
C -1.463744 1.573753 0.839138
C -0.905027 0.881425 -0.193859
C 0.195625 -0.134115 0.163487
C -0.300552 -1.460851 -0.383941
N 1.405625 0.253929 -0.549329
O 2.510037 -0.545973 -0.252528
H -2.213045 2.358322 0.927619
H -0.907723 1.478985 1.808863
H -1.435974 0.608528 -1.053297
H 0.391749 0.046708 1.282312
H 0.120460 -2.378520 0.032053
H -0.349114 -1.432680 -1.469586
H -1.303939 -1.658264 -0.056864
H 1.245808 0.436077 -1.529670
H 3.009813 -0.027324 0.435602

Cartesian forces (eV/Å) of the 3 atoms listed first:
C 2.2 -0.2 0.1
C -0.6 -0.1 3.7
C 0.1 1.1 -0.2